1.
# C4H11N2O2

A cluster of 3 separate species, C4H11N2O2 in total (wB97M-V/def2-TZVPD, the OMol25 dataset).

Structure (XYZ):
```
19
C4H11N2O2, DFT wB97M-V/def2-TZVPD
C 2.791 -1.609 -0.661
C 1.580 -0.796 -0.243
C 1.267 -0.109 0.886
N 0.069 0.561 0.709
C -0.442 0.183 -0.471
N 0.433 -0.692 -1.029
H 2.479 -2.355 -1.396
H 3.121 -2.317 0.107
H 3.651 -0.906 -0.676
H 1.822 -0.118 1.836
H -0.339 0.961 1.545
H -1.388 0.484 -0.894
H 0.250 -1.127 -1.931
H -1.976 2.359 0.463
H -1.851 2.914 -1.191
O -1.783 2.299 -0.466
H -3.445 -0.452 0.640
H -3.442 0.596 1.660
O -2.795 0.124 1.111
```

## Properties
HOMO   -13.359 eV
Spin multiplicity   1
Total charge   +1


2.
# C4H11N2O2

A structure of composition C4H11N2O2 (wB97M-V/def2-TZVPD, the OMol25 dataset).

Structure (XYZ):
```
19
C4H11N2O2, DFT wB97M-V/def2-TZVPD
O 2.155 -0.495 -1.872
C 2.042 -0.163 -0.685
O 2.539 -0.772 0.451
C 0.631 0.440 -0.433
C -0.279 -0.768 -0.460
C -1.659 -0.497 0.170
N -2.090 0.883 0.143
N 0.745 0.954 0.919
H 2.242 -1.303 -0.684
H 0.431 1.201 -1.198
H 0.120 -1.568 0.216
H -0.160 -1.219 -1.441
H -1.564 -0.672 1.254
H -2.410 -1.226 -0.179
H -2.796 0.988 0.893
H -2.520 1.250 -0.766
H -0.131 1.176 1.322
H 1.412 1.709 1.053
H 1.292 0.082 1.299
```

## Properties
HOMO   -14.008 eV
Spin multiplicity   1
Total charge   +1


3.
# C4H11N2O2

The ion C4H11N2O2 with charge +1 (wB97M-V/def2-TZVPD, the OMol25 dataset).

Structure (XYZ):
```
19
C4H11N2O2, DFT wB97M-V/def2-TZVPD
N 1.377 -0.162 1.381
C 1.292 -1.343 0.491
C 0.768 -0.907 -0.910
N 0.298 0.461 -0.896
C -1.094 0.707 -1.165
C -1.813 0.790 0.165
O -2.880 1.593 0.182
O -1.376 0.336 1.205
H 0.619 0.463 1.025
H 1.216 -0.411 2.348
H 2.258 0.336 1.301
H 0.642 -2.096 0.921
H 2.260 -1.799 0.398
H -0.088 -1.543 -1.113
H 1.536 -1.086 -1.659
H 0.885 1.182 -1.283
H -1.234 1.697 -1.589
H -1.555 0.068 -1.917
H -3.111 1.713 1.116
```

## Properties
SMILES   [NH3+]CCNCC(=O)O
HOMO   -13.901 eV
Spin multiplicity   1
Total charge   +1


Here are the energies relative to the best structure, in eV: 1 0.791; 2 4.786; 3 0.000.


1.
# C4H11N2O2

A cluster of 3 separate species, C4H11N2O2 in total (wB97M-V/def2-TZVPD, the OMol25 dataset).

Structure (XYZ):
```
19
C4H11N2O2, DFT wB97M-V/def2-TZVPD
C -1.114 -1.288 -2.858
C -0.631 -0.889 -1.524
C -0.836 -1.416 -0.297
N -0.171 -0.593 0.594
C 0.435 0.385 -0.043
N 0.257 0.156 -1.336
H -1.522 -0.463 -3.445
H -1.943 -1.984 -2.894
H -0.360 -1.842 -3.412
H -1.413 -2.213 0.140
H -0.097 -0.605 1.599
H 0.982 1.164 0.443
H 0.625 0.693 -2.104
H 2.056 1.227 2.801
H 2.918 -0.253 2.380
O 2.444 0.565 2.227
H -0.783 3.019 1.716
H -1.814 1.956 1.951
O -0.861 2.097 2.003
```

## Properties
HOMO   -13.800 eV
Spin multiplicity   1
Total charge   +1


2.
# C4H11N2O2

A cluster of 2 separate species, C4H11N2O2 in total (wB97M-V/def2-TZVPD, the OMol25 dataset).

Structure (XYZ):
```
19
C4H11N2O2, DFT wB97M-V/def2-TZVPD
N -1.863 0.650 -1.205
C -2.355 0.236 0.061
O -2.335 -1.080 0.249
O -2.633 1.029 0.970
H -1.004 0.239 -1.437
H -1.766 1.626 -1.295
H -2.356 -1.551 -0.603
C 1.480 -0.168 -1.633
C 1.338 -0.472 -0.198
C 1.088 0.385 0.767
N 0.932 -0.032 2.146
H 1.169 0.841 -1.923
H 2.507 -0.351 -1.922
H 0.845 -0.890 -2.163
H 1.490 -1.516 0.090
H 0.991 1.461 0.681
H 1.194 -1.028 2.344
H 1.373 0.647 2.733
H -0.095 -0.027 2.337
```

## Properties
HOMO   -13.690 eV
Spin multiplicity   1
Total charge   +1


Here are the energies relative to the best structure, in eV: 1 0.000; 2 0.876.


1.
# C2H4INO2

A cluster of 2 separate species, C2H4INO2 in total (wB97M-V/def2-TZVPD, the OMol25 dataset).

Structure (XYZ):
```
10
C2H4INO2, DFT wB97M-V/def2-TZVPD
C 0.056 -1.261 -0.385
C -0.507 -0.383 0.388
N 0.608 3.049 -0.004
O 1.150 4.138 -0.027
O 1.104 1.959 -0.068
I -2.253 0.746 -0.007
H -0.515 3.034 -0.125
H 1.011 -1.667 -0.064
H -0.421 -1.428 -1.401
H -0.045 -0.074 1.306
```

## Properties
SMILES   O=[NH+][O-].C=CI
HOMO   -9.662 eV
Spin multiplicity   1


2.
# C2H4INO2

A cluster of 2 separate species, C2H4INO2 in total (wB97M-V/def2-TZVPD, the OMol25 dataset).

Structure (XYZ):
```
10
C2H4INO2, DFT wB97M-V/def2-TZVPD
C -0.034 0.087 -0.329
C -1.190 -0.247 0.485
N -1.284 -2.501 0.006
O -0.209 -2.975 -0.096
O -2.389 -2.900 0.010
I -3.022 0.594 0.011
H -0.288 0.849 -1.082
H 0.413 -0.820 -0.821
H 0.739 0.630 0.318
H -0.944 -0.282 1.614
```

## Properties
HOMO (spin up / spin down)   -9.117 / -8.618 eV
Spin multiplicity   1


3.
# C2H4INO2

A cluster of 2 separate species, C2H4INO2 in total (wB97M-V/def2-TZVPD, the OMol25 dataset).

Structure (XYZ):
```
10
C2H4INO2, DFT wB97M-V/def2-TZVPD
C -1.166 0.210 -0.044
C 1.450 -0.967 -0.350
N -0.743 1.323 0.631
O -0.916 1.362 1.846
O -0.206 2.222 -0.014
I 1.157 -2.773 -1.234
H -1.179 0.253 -1.119
H -1.668 -0.568 0.500
H 1.761 -0.127 -0.940
H 1.510 -0.936 0.723
```

## Properties
HOMO (spin up / spin down)   -10.139 / -8.821 eV
Spin multiplicity   1


Here are the energies relative to the best structure, in eV: 1 0.000; 2 0.916; 3 2.327.


1.
# C3H9PS

An isolated molecule of C3H9PS (wB97M-V/def2-TZVPD, the OMol25 dataset).

Structure (XYZ):
```
14
C3H9PS, DFT wB97M-V/def2-TZVPD
C -1.783 -0.687 -0.103
C 0.757 -0.414 0.343
C -0.603 0.198 -0.494
P 2.430 0.488 -0.136
S -1.114 1.862 0.033
H -1.697 -1.744 -0.072
H -2.538 -0.499 -0.741
H -2.010 -0.260 0.833
H 0.594 -0.279 1.523
H 0.586 -1.425 0.128
H -0.244 0.204 -1.476
H 3.059 -0.688 -0.535
H 2.863 0.348 1.171
H -0.299 2.897 -0.475
```

## Properties
SMILES   C[C@@H](S)CP
HOMO   -8.888 eV
Spin multiplicity   1


2.
# C3H9PS

A cluster of 2 separate species, C3H9PS in total (wB97M-V/def2-TZVPD, the OMol25 dataset).

Structure (XYZ):
```
14
C3H9PS, DFT wB97M-V/def2-TZVPD
C -2.436 -0.304 -1.320
C 2.482 1.556 0.617
C -2.557 -0.645 -0.075
P 1.423 -1.155 0.571
S 1.178 0.697 -0.262
H 1.261 -2.083 -0.436
H -3.186 0.225 -1.841
H -1.598 -0.840 -1.850
H 3.304 0.788 0.785
H 2.217 2.017 1.583
H 2.749 2.540 0.182
H -1.648 -1.248 0.344
H -3.223 -0.224 0.620
H 0.034 -1.324 1.081
```

## Properties
SMILES   C=C.CSP
HOMO   -9.055 eV
Spin multiplicity   1


Here are the energies relative to the best structure, in eV: 1 0.000; 2 0.089.


1.
# C16H54N4O9

A cluster of 9 separate species, C16H54N4O9 in total (wB97M-V/def2-TZVPD, the OMol25 dataset).

Structure (XYZ):
```
83
C16H54N4O9, DFT wB97M-V/def2-TZVPD
C -9.421 16.562 -15.815
C -8.983 17.451 -14.668
C -7.943 16.699 -13.742
O -8.461 15.572 -13.112
C -7.491 15.014 -12.150
N -8.341 18.630 -15.242
H -9.737 15.568 -15.498
H -8.635 16.210 -16.483
H -10.190 16.902 -16.508
H -9.833 17.742 -14.051
H -7.621 17.476 -13.048
H -7.045 16.433 -14.300
H -7.644 15.542 -11.209
H -6.467 15.235 -12.452
H -7.651 13.941 -12.042
H -8.197 19.350 -14.548
H -8.994 19.166 -15.795
C -18.871 28.989 -27.524
C -18.442 27.943 -26.473
C -16.960 28.054 -26.060
O -16.504 26.918 -25.310
C -15.082 26.941 -25.036
N -19.164 28.295 -25.250
H -19.771 28.703 -28.069
H -18.205 29.071 -28.383
H -19.108 29.966 -27.103
H -18.693 26.937 -26.810
H -16.739 28.944 -25.470
H -16.436 28.184 -27.007
H -14.763 25.952 -24.705
H -14.781 27.647 -24.262
H -14.543 27.226 -25.939
H -18.853 27.567 -24.622
H -20.143 28.078 -25.369
C -5.588 24.348 -13.875
C -5.912 23.859 -12.542
C -5.221 24.579 -11.376
O -5.669 23.961 -10.189
C -5.023 22.708 -9.891
N -7.372 23.945 -12.296
H -5.844 25.407 -13.887
H -6.132 23.820 -14.658
H -4.517 24.229 -14.043
H -5.637 22.805 -12.547
H -5.376 25.657 -11.408
H -4.153 24.403 -11.505
H -5.386 22.432 -8.901
H -3.957 22.916 -9.794
H -5.204 21.923 -10.625
H -7.596 24.896 -12.552
H -7.338 24.058 -11.293
C -12.990 21.040 -29.626
C -12.167 22.278 -29.412
C -10.666 21.914 -29.053
O -10.469 20.912 -28.112
C -10.779 21.254 -26.753
N -12.242 23.212 -30.535
H -12.972 20.506 -28.676
H -12.536 20.316 -30.302
H -13.998 21.215 -30.001
H -12.535 22.735 -28.493
H -10.082 22.753 -28.677
H -10.193 21.616 -29.989
H -11.796 21.468 -26.425
H -10.286 22.138 -26.348
H -10.348 20.465 -26.136
H -12.110 22.617 -31.341
H -11.461 23.850 -30.589
O -4.099 24.123 -20.494
H -4.054 23.286 -20.033
H -5.031 24.341 -20.507
O -11.411 26.881 -17.618
H -12.253 26.465 -17.435
H -11.122 27.221 -16.771
O -9.365 23.908 -20.375
H -10.073 23.291 -20.561
H -9.787 24.618 -19.891
O -11.104 30.831 -19.696
H -11.162 29.898 -19.491
H -10.790 31.235 -18.887
O -13.027 20.889 -20.161
H -13.855 21.351 -20.029
H -13.282 20.030 -20.498
```

## Properties
SMILES   COC[C@H](C)N.COC[C@H](C)N.COC[C@H](C)N.COC[C@H](C)N.O.O.O.O.O
HOMO   -9.093 eV
Spin multiplicity   1


2.
# C16H54N4O9

A cluster of 9 separate species, C16H54N4O9 in total (wB97M-V/def2-TZVPD, the OMol25 dataset).

Structure (XYZ):
```
83
C16H54N4O9, DFT wB97M-V/def2-TZVPD
C 0.271 -1.272 2.628
C 0.542 -0.257 3.731
C 2.031 0.117 3.655
O 2.954 -0.966 3.844
C 2.900 -1.487 5.182
N -0.347 0.836 3.387
H 1.036 -2.048 2.597
H 0.110 -0.849 1.636
H -0.632 -1.868 2.755
H 0.263 -0.722 4.677
H 2.275 0.966 4.292
H 2.246 0.326 2.607
H 3.000 -0.723 5.954
H 3.659 -2.261 5.288
H 1.945 -2.012 5.187
H -1.313 0.552 3.461
H -0.200 1.131 2.433
C 2.385 1.525 -2.211
C 3.613 1.946 -1.381
C 4.892 2.132 -2.213
O 5.147 0.959 -3.039
C 6.374 0.969 -3.609
N 3.242 3.186 -0.715
H 1.528 1.328 -1.567
H 2.593 0.610 -2.765
H 2.014 2.279 -2.904
H 3.882 1.110 -0.737
H 5.651 2.230 -1.437
H 4.816 3.045 -2.803
H 6.589 0.017 -4.095
H 7.155 1.113 -2.863
H 6.473 1.668 -4.439
H 3.184 3.976 -1.341
H 2.375 3.115 -0.203
C -1.593 -4.012 1.035
C -2.329 -3.388 -0.110
C -3.781 -3.955 -0.021
O -4.009 -5.367 -0.255
C -3.928 -5.693 -1.665
N -2.296 -1.919 0.087
H -0.548 -3.784 1.243
H -1.678 -5.069 0.782
H -2.208 -3.699 1.878
H -1.963 -3.556 -1.123
H -4.378 -3.341 -0.694
H -4.222 -3.731 0.951
H -3.884 -6.777 -1.764
H -3.021 -5.250 -2.076
H -4.762 -5.272 -2.228
H -1.422 -1.447 -0.095
H -2.550 -1.533 0.986
C -0.358 3.087 1.091
C -1.486 2.679 0.172
C -2.630 3.636 -0.083
O -3.232 3.740 1.210
C -4.364 4.513 1.361
N -0.907 2.357 -1.076
H 0.383 2.297 1.207
H -0.661 3.171 2.135
H 0.011 4.064 0.779
H -1.984 1.786 0.548
H -3.391 3.199 -0.730
H -2.322 4.590 -0.510
H -4.280 5.564 1.085
H -4.725 4.638 2.382
H -5.182 4.044 0.815
H -0.368 3.181 -1.302
H -1.660 2.484 -1.737
O 2.415 -1.187 -0.173
H 2.429 -1.422 -1.101
H 1.537 -0.833 -0.029
O -3.995 -0.859 -1.802
H -3.556 -1.382 -1.131
H -3.354 -0.190 -2.043
O 1.428 -2.306 -2.531
H 0.659 -1.751 -2.660
H 1.952 -2.178 -3.321
O -0.438 -0.292 -0.907
H -0.603 -0.517 -1.823
H -0.515 0.662 -0.877
O -1.430 -0.064 -3.339
H -1.508 -0.327 -4.256
H -1.946 0.740 -3.275
```

## Properties
SMILES   COC[C@H](C)N.COC[C@H](C)N.COC[C@H](C)N.COC[C@H](C)N.O.O.O.O.O
HOMO   -8.750 eV
Spin multiplicity   1


Here are the energies relative to the best structure, in eV: 1 0.262; 2 0.000.